Record 1
# C15H17NO2S

A single C15H17NO2S molecule (wB97M-V/def2-TZVPD, OMol25).

The orbital gap comes out at 0.34188 hartree. For the calculated total energy, the calculation gives -1185.21267 hartree. Its LUMO energy is 0.69 eV. Its SMILES is Cc1ccccc1CSCC(=O)NCc1ccco1. For the energy relative to the best compared isomer or geometry (same formula, charge and spin), the calculation gives 27.3 kJ/mol. The highest occupied orbital energy is -8.62 eV.

Each line ends with the Mulliken charge.
Atoms and positions in Å:
C1 2.527 2.499 0.109  -1.519
C2 3.186 1.158 0.198  1.137
C3 4.134 0.908 1.181  -0.725
C4 4.755 -0.323 1.287  -0.612
C5 4.436 -1.333 0.397  -0.649
C6 3.494 -1.099 -0.588  -0.498
C7 2.867 0.136 -0.702  0.667
C8 1.836 0.334 -1.762  -1.094
S1 0.130 0.306 -1.075  -0.207
C9 0.114 -1.394 -0.416  -0.290
C10 -1.244 -1.770 0.156  0.337
O1 -1.353 -2.397 1.185  -0.651
N1 -2.287 -1.410 -0.620  -0.153
C11 -3.662 -1.599 -0.195  -0.971
C12 -4.302 -0.304 0.182  0.475
C13 -4.191 0.466 1.302  -0.391
C14 -4.994 1.611 1.075  -0.459
C15 -5.528 1.452 -0.165  -0.422
O2 -5.113 0.299 -0.716  -0.347
H1 2.848 3.138 0.927  0.390
H2 2.782 2.990 -0.831  0.320
H3 1.443 2.399 0.148  0.311
H4 4.385 1.694 1.879  0.342
H5 5.487 -0.494 2.063  0.384
H6 4.914 -2.298 0.469  0.393
H7 3.246 -1.887 -1.287  0.360
H8 1.885 -0.448 -2.521  0.474
H9 1.914 1.309 -2.240  0.404
H10 0.357 -2.073 -1.237  0.312
H11 0.870 -1.479 0.365  0.307
H12 -2.125 -0.789 -1.399  0.261
H13 -3.624 -2.271 0.667  0.405
H14 -4.230 -2.062 -1.007  0.307
H15 -3.613 0.239 2.174  0.527
H16 -5.149 2.431 1.744  0.409
H17 -6.193 2.061 -0.744  0.465

=====

Record 2
# C15H17NO3S

A single C15H17NO3S molecule (wB97M-V/def2-TZVPD, OMol25).

The orbital gap comes out at 0.32190 hartree. For the calculated total energy, the calculation gives -1260.44501 hartree. Its LUMO energy is 0.16 eV. Its SMILES is O=S(=O)(NC[C@@H]1CCCO1)c1ccc2ccccc2c1. For the energy relative to the best compared isomer or geometry (same formula, charge and spin), the calculation gives 48.1 kJ/mol. The highest occupied orbital energy is -8.60 eV.

Each line ends with the Mulliken charge.
Atoms and positions in Å:
O1 -2.700 -2.644 0.904  -0.694
S1 -2.048 -2.102 -0.249  1.241
O2 -2.003 -2.866 -1.462  -0.724
N1 -2.858 -0.706 -0.652  -0.182
C1 -3.318 0.188 0.373  -1.173
C2 -2.426 1.416 0.610  0.386
C3 -2.222 2.293 -0.649  -0.999
C4 -0.722 2.178 -0.932  -0.314
C5 -0.179 1.852 0.457  -0.372
O3 -1.138 0.991 1.030  -0.340
C6 -0.364 -1.662 0.170  0.191
C7 0.025 -1.639 1.513  -0.507
C8 1.313 -1.312 1.831  -1.000
C9 2.248 -0.995 0.820  0.937
C10 3.581 -0.641 1.118  -0.787
C11 4.465 -0.338 0.120  -0.545
C12 4.061 -0.375 -1.223  -0.526
C13 2.777 -0.714 -1.548  -0.903
C14 1.840 -1.031 -0.542  0.874
C15 0.505 -1.378 -0.839  -0.777
H1 -2.519 -0.285 -1.500  0.286
H2 -4.328 0.535 0.125  0.360
H3 -3.367 -0.413 1.282  0.435
H4 -2.887 2.010 1.414  0.328
H5 -2.491 3.327 -0.431  0.335
H6 -2.835 1.951 -1.481  0.372
H7 -0.513 1.348 -1.609  0.119
H8 -0.295 3.089 -1.345  0.425
H9 -0.088 2.770 1.058  0.358
H10 0.778 1.331 0.451  0.132
H11 -0.710 -1.888 2.260  0.525
H12 1.637 -1.289 2.861  0.406
H13 3.890 -0.615 2.153  0.403
H14 5.484 -0.068 0.359  0.395
H15 4.774 -0.134 -1.998  0.394
H16 2.460 -0.748 -2.580  0.418
H17 0.172 -1.440 -1.865  0.525

=====

Record 3
# C15H18

2 unconnected molecules or ions with the total composition C15H18 in a non-equilibrium geometry (wB97M-V/def2-TZVPD, OMol25).

The orbital gap comes out at 0.35455 hartree. For the calculated total energy, the calculation gives -582.27028 hartree. Its LUMO energy is 0.85 eV. Its SMILES is CCc1ccccc1.Cc1ccccc1. For the energy relative to the best compared isomer or geometry (same formula, charge and spin), the calculation gives 250.7 kJ/mol. The highest occupied orbital energy is -8.79 eV.

Each line ends with the Mulliken charge.
Atoms and positions in Å:
C1 -2.578 -1.350 2.693  -1.050
C2 -1.876 -0.737 1.479  -0.398
C3 -0.439 -1.262 1.529  0.137
C4 0.185 -2.257 0.706  -0.296
C5 1.505 -2.762 0.983  -0.376
C6 2.171 -2.352 2.138  -0.434
C7 1.363 -1.667 3.116  -0.529
C8 0.216 -0.939 2.732  -0.517
H1 -2.261 -2.414 2.756  0.321
H2 -3.745 -1.493 2.790  0.301
H3 -2.233 -0.826 3.582  0.292
H4 -2.466 -1.084 0.456  0.288
H5 -1.960 0.344 1.394  0.248
H6 -0.266 -2.511 -0.247  0.483
H7 1.922 -3.505 0.339  0.416
H8 3.269 -2.598 2.363  0.312
H9 1.694 -1.713 4.180  0.337
H10 -0.159 -0.149 3.331  0.590
C9 0.175 4.150 -2.717  -1.327
C10 0.256 2.644 -2.467  0.931
C11 0.087 2.005 -1.273  -0.525
C12 0.348 0.690 -1.073  0.260
C13 0.692 -0.119 -2.175  -0.779
C14 0.838 0.556 -3.372  -0.282
C15 0.593 1.886 -3.672  -0.774
H11 -0.354 4.698 -1.798  0.280
H12 -0.491 4.274 -3.459  0.428
H13 1.147 4.627 -2.846  0.297
H14 -0.471 2.628 -0.505  0.146
H15 0.211 0.191 -0.058  0.075
H16 0.883 -1.143 -2.041  0.465
H17 1.169 -0.097 -4.240  0.208
H18 0.577 2.283 -4.623  0.469

=====

Record 4
# C15H18BFN5OOsS3

A molecular structure, C15H18BFN5OOsS3 (wB97M-V/def2-TZVPD, OMol25).

The orbital gap (spin up / spin down) comes out at 0.26226 / 0.22457 hartree. For the calculated total energy, the calculation gives -2341.14353 hartree. The net charge is +1. Its LUMO energy (spin up / spin down) is -3.75 / -5.64 eV. The spin multiplicity is 5. For the energy relative to the best compared isomer or geometry (same formula, charge and spin), the calculation gives 0.0 kJ/mol. The highest occupied orbital energy (spin up / spin down) is -10.89 / -11.75 eV. The expectation value of S² is 6.0362.

Each line ends with the Löwdin spin population.
Atoms and positions in Å:
Os1 -0.006 0.472 1.085  2.778
C1 0.396 -2.952 -1.185  0.003
N1 -0.892 -2.286 -1.328  0.003
C2 -2.087 -2.944 -1.446  0.003
C3 -3.046 -1.995 -1.564  0.002
N2 -2.445 -0.762 -1.526  0.005
B1 -3.373 0.512 -1.745  0.005
N3 -2.632 1.846 -1.444  0.007
C4 -2.382 2.830 -2.367  0.010
C5 -1.811 3.878 -1.726  0.005
N4 -1.704 3.519 -0.401  0.011
C6 -1.147 4.365 0.647  0.003
C7 -2.205 2.279 -0.258  0.029
S1 -2.235 1.357 1.223  0.217
C8 -1.137 -0.958 -1.374  0.033
S2 0.125 0.261 -1.240  0.208
H1 0.431 -3.476 -0.233  0.000
H2 1.182 -2.206 -1.213  0.002
H3 0.527 -3.650 -2.010  0.000
H4 -2.149 -4.017 -1.430  0.000
H5 -4.111 -2.091 -1.679  0.000
H6 -4.299 0.384 -0.995  0.001
H7 -3.691 0.532 -2.902  0.000
H8 -2.654 2.710 -3.400  0.001
H9 -1.490 4.840 -2.082  0.000
H10 -0.066 4.434 0.537  0.001
H11 -1.393 3.938 1.614  0.001
H12 -1.583 5.358 0.571  0.000
F1 4.571 -3.725 2.509  0.019
C9 3.966 -2.578 2.187  0.052
C10 3.770 -2.280 0.851  -0.008
C11 3.141 -1.092 0.531  0.057
C12 2.712 -0.205 1.530  0.040
C13 2.021 1.053 1.152  0.121
C14 2.946 -0.539 2.869  0.045
C15 3.572 -1.724 3.205  -0.002
H13 4.123 -2.966 0.094  -0.001
H14 3.001 -0.818 -0.508  0.003
H15 2.363 1.437 0.191  0.013
H16 2.087 1.844 1.903  0.016
H17 2.624 0.137 3.652  0.002
H18 3.770 -1.994 4.233  -0.001
O1 -0.536 -2.329 1.768  0.122
S3 -0.466 -1.648 3.064  0.105
N5 -0.197 -0.171 2.964  0.090

=====

Record 5
# C15H18Br3HfN5S

A molecular structure, C15H18Br3HfN5S in a non-equilibrium geometry (wB97M-V/def2-TZVPD, OMol25).

The orbital gap comes out at 0.26474 hartree. For the calculated total energy, the calculation gives -9022.99523 hartree. The net charge is +4. Its LUMO energy is -14.20 eV. For the energy relative to the best compared isomer or geometry (same formula, charge and spin), the calculation gives 0.0 kJ/mol. The highest occupied orbital energy is -21.40 eV.

Each line ends with the Mulliken charge.
Atoms and positions in Å:
Hf1 -0.974 0.264 0.617  -0.210
C1 0.649 3.258 -2.269  -1.683
C2 0.085 2.056 -1.607  1.240
N1 -0.149 2.046 -0.321  0.673
N2 0.197 3.144 0.450  -0.619
C3 0.650 2.841 1.702  0.757
N3 0.966 3.804 2.513  -0.319
S1 0.706 1.150 2.161  -0.336
C4 -0.221 0.802 -2.309  0.800
C5 -0.143 0.657 -3.690  -0.868
C6 -0.440 -0.576 -4.288  -0.701
C7 -0.761 -1.631 -3.442  -0.766
C8 -0.877 -1.432 -2.066  0.261
N4 -0.603 -0.250 -1.499  0.238
H1 1.634 3.522 -1.824  0.478
H2 -0.019 4.128 -2.080  0.467
H3 0.766 3.149 -3.342  0.391
H4 0.292 4.074 -0.027  0.314
H5 0.947 4.799 2.272  0.261
H6 1.410 3.609 3.393  0.256
H7 0.092 1.468 -4.328  0.410
H8 -0.405 -0.724 -5.359  0.532
H9 -0.913 -2.644 -3.844  0.447
H10 -1.152 -2.268 -1.401  0.387
Br1 -2.707 1.574 2.270  0.153
C9 -4.123 1.428 0.957  -0.562
Br2 -3.277 1.073 -0.780  0.161
H11 -4.647 2.378 0.875  0.471
H12 -4.754 0.539 1.205  0.455
C10 3.412 -3.227 2.005  -1.397
C11 1.908 -3.003 1.920  0.016
C12 0.945 -3.966 2.291  -0.310
C13 -0.414 -3.725 2.133  -0.783
C14 -0.757 -2.510 1.589  0.530
Br3 -2.544 -2.094 1.151  0.036
N5 0.119 -1.564 1.271  -0.004
C15 1.419 -1.807 1.438  0.079
H13 3.663 -4.191 2.469  0.396
H14 3.901 -2.418 2.569  0.382
H15 3.853 -3.254 0.998  0.365
H16 1.284 -4.928 2.668  0.479
H17 -1.143 -4.491 2.410  0.464
H18 2.123 -1.058 1.146  0.658

=====

Record 6
# C15H18BrN5S2

A single C15H18BrN5S2 molecule in a non-equilibrium geometry (wB97M-V/def2-TZVPD, OMol25).

The orbital gap comes out at 0.30363 hartree. For the calculated total energy, the calculation gives -4226.44061 hartree. Its LUMO energy is 0.00 eV. Its SMILES is CC1(C)CN=C(N2CCN(c3ncnc4sc(Br)cc34)CC2)S1. For the energy relative to the best compared isomer or geometry (same formula, charge and spin), the calculation gives 93.6 kJ/mol. The highest occupied orbital energy is -8.26 eV.

Each line ends with the Mulliken charge.
Atoms and positions in Å:
C1 3.150 3.786 2.757  -1.883
C2 2.734 2.936 1.563  1.538
C3 3.958 2.329 0.849  -1.789
C4 1.943 3.700 0.486  -1.083
N1 0.634 2.981 0.163  -0.619
C5 0.586 1.890 0.861  0.498
N2 -0.415 0.962 0.548  0.223
C6 -1.249 0.943 -0.743  -1.009
C7 -1.244 -0.484 -1.289  -0.531
N3 -1.659 -1.446 -0.216  0.543
C8 -2.358 -2.444 -0.810  0.023
N4 -3.655 -2.509 -0.495  -0.607
C9 -4.426 -3.370 -1.085  -0.193
N5 -3.842 -4.206 -1.972  -0.677
C10 -2.499 -4.139 -2.247  0.176
S1 -1.562 -5.148 -3.464  -0.171
C11 -0.017 -4.518 -2.892  0.340
Br1 1.849 -4.609 -3.547  -0.124
C12 -0.327 -3.529 -1.958  -0.677
C13 -1.727 -3.342 -1.609  0.860
C14 -1.886 -0.952 1.148  -1.244
C15 -0.660 -0.214 1.490  -0.471
S2 1.614 1.589 2.190  -0.278
H1 3.745 3.268 3.469  0.425
H2 3.774 4.689 2.517  0.377
H3 2.350 4.161 3.259  0.575
H4 3.559 1.760 0.014  0.450
H5 4.742 3.032 0.571  0.369
H6 4.317 1.594 1.445  0.545
H7 2.476 3.849 -0.434  0.294
H8 1.759 4.681 0.939  0.404
H9 -0.831 1.590 -1.513  0.455
H10 -2.326 1.333 -0.562  0.232
H11 -0.167 -0.675 -1.461  0.224
H12 -1.826 -0.578 -2.194  0.483
H13 -5.496 -3.253 -1.016  0.384
H14 0.463 -2.761 -1.748  0.234
H15 -2.744 -0.289 1.244  0.380
H16 -2.199 -1.735 1.827  0.460
H17 0.193 -0.957 1.313  0.344
H18 -0.731 0.086 2.599  0.518